C19H17ClN2O5S | ωB97M-V with the def2-TZVPD basis set

lowest unoccupied orbital energy: 0.14 eV
SMILES: Cc1ccc(N(C)S(=O)(=O)c2ccc(Oc3ccc(Cl)cc3)cc2)c(=O)n1O
multiplicity: 1
highest occupied orbital energy: -8.29 eV
energy above the lowest of the compared OMol25 structures with the same formula, charge and spin: 441.5 kJ/mol
net charge: 0
electronic energy: -56548.829 eV

Last column: Löwdin charge in e.
Positions of all 45 atoms, in Å:
C (-2.068, -5.995, -2.620)  -0.02
C (-1.484, -4.710, -2.129)  -0.17
C (-2.352, -3.938, -1.352)  -0.05
C (-1.999, -2.587, -1.058)  -0.01
C (-0.739, -2.092, -1.362)  -0.21
N (-0.437, -0.792, -0.834)  -0.21
C (0.354, 0.029, -1.767)  -0.06
S (0.087, -0.980, 0.842)  0.80
O (-1.008, -1.692, 1.613)  -0.34
O (1.367, -1.696, 0.898)  -0.31
C (0.310, 0.743, 1.443)  -0.25
C (1.499, 1.456, 1.405)  -0.07
C (1.658, 2.817, 1.602)  0.01
C (0.519, 3.576, 1.972)  -0.23
O (0.653, 4.867, 2.443)  0.03
C (1.862, 5.355, 2.923)  -0.28
C (2.419, 4.768, 4.066)  0.01
C (3.623, 5.228, 4.575)  -0.10
C (4.153, 6.318, 3.979)  -0.75
Cl (5.567, 7.005, 4.570)  0.72
C (3.500, 7.130, 3.061)  -0.07
C (2.268, 6.585, 2.517)  0.03
C (-0.668, 2.916, 2.147)  0.01
C (-0.769, 1.569, 1.762)  -0.05
C (0.249, -3.040, -1.971)  -0.35
O (1.447, -2.867, -2.177)  0.04
N (-0.191, -4.232, -2.514)  0.02
O (0.677, -5.086, -3.290)  0.07
H (-3.159, -6.017, -2.491)  0.09
H (-1.813, -6.332, -3.620)  0.09
H (-1.734, -6.690, -1.927)  0.06
H (-3.397, -4.135, -1.167)  0.11
H (-2.880, -2.004, -0.509)  0.17
H (0.665, 0.951, -1.413)  0.05
H (-0.335, 0.129, -2.694)  0.14
H (1.216, -0.512, -2.041)  0.06
H (2.417, 0.845, 1.301)  0.13
H (2.610, 3.339, 1.696)  0.12
H (1.930, 3.963, 4.576)  0.13
H (4.149, 4.609, 5.305)  0.12
H (3.678, 8.203, 2.927)  0.11
H (1.728, 7.060, 1.778)  0.10
H (-1.609, 3.375, 2.498)  0.13
H (-1.743, 1.220, 1.954)  0.10
H (1.592, -4.845, -3.106)  0.10

C2H2 | ωB97M-V with the def2-TZVPD basis set

lowest unoccupied orbital energy (alpha / beta): -1.60 / -1.51 eV
multiplicity: 1
highest occupied orbital energy (alpha / beta): -8.83 / -8.81 eV
energy above the lowest of the compared OMol25 structures with the same formula, charge and spin: 933.1 kJ/mol
net charge: 0
electronic energy: -2094.404 eV

Last column: Löwdin charge in e.
Positions of all 4 atoms, in Å:
C (1.205, -0.653, -0.166)  0.07
C (-1.178, -0.571, -0.540)  0.10
H (1.588, 0.426, -0.694)  -0.07
H (-1.223, -0.519, 0.660)  -0.10

C3H5N4O2PS2 | ωB97M-V with the def2-TZVPD basis set

lowest unoccupied orbital energy: -2.00 eV
SMILES: CS(=O)(=O)c1nnc([PH2]=S)nn1
multiplicity: 1
highest occupied orbital energy: -9.23 eV
energy above the lowest of the compared OMol25 structures with the same formula, charge and spin: 73.4 kJ/mol
net charge: 0
electronic energy: -44202.226 eV

Last column: Löwdin charge in e.
Positions of all 17 atoms, in Å:
C (-3.077, -0.717, 0.744)  -0.13
S (-1.515, -1.110, 1.608)  0.70
O (-1.443, -0.482, 2.938)  -0.33
O (-1.319, -2.569, 1.688)  -0.33
C (-0.217, -0.338, 0.539)  -0.36
N (0.365, -1.169, -0.338)  0.11
N (1.320, -0.637, -1.059)  0.07
C (1.567, 0.660, -0.814)  -0.50
P (2.997, 1.397, -1.793)  0.38
S (4.548, 0.209, -1.582)  0.07
N (0.947, 1.498, 0.035)  0.06
N (-0.007, 0.962, 0.761)  0.09
H (-3.106, 0.369, 0.607)  0.07
H (-3.932, -1.083, 1.305)  0.07
H (-3.006, -1.148, -0.258)  0.07
H (2.569, 1.498, -3.146)  -0.02
H (3.309, 2.660, -1.236)  -0.02